# C5H8O2

A molecular structure, C5H8O2 (ωB97M-V/def2-TZVPD, the OMol25 dataset).

HOMO energy	-10.48	eV
Kohn-Sham gap	0.412	Eh

Geometry as XYZ:
```
15
Properties=species:S:1:pos:R:3:forces:R:3
C -0.953303 1.269296 -0.378729 -0.024 0.099 0.094
C -0.087973 0.138806 0.129819 -0.365 0.003 -0.126
C -0.870492 -0.927969 0.878579 -0.061 -0.046 -0.031
C 0.896308 -0.376426 -0.910262 0.085 -0.081 -0.078
C 1.911426 -0.245081 0.234918 0.424 -0.042 -0.014
O 3.030433 -0.552479 0.512873 -0.736 0.134 -0.327
O 1.052591 0.515761 0.986552 0.056 0.023 0.090
H -0.343644 2.103756 -0.735990 -0.055 -0.069 0.124
H -1.520507 0.884052 -1.237038 0.059 0.088 0.196
H -1.668964 1.621624 0.366267 0.103 0.050 -0.006
H -0.215695 -1.743654 1.204839 -0.067 0.130 -0.123
H -1.322917 -0.489761 1.774648 0.056 -0.035 -0.156
H -1.667366 -1.345663 0.256322 0.069 0.067 0.037
H 0.619289 -1.274864 -1.463627 0.538 -0.166 0.320
H 1.140818 0.422606 -1.619170 -0.081 -0.155 0.000
```
Forces are in eV/Å.

***

# C5H8O2

2 unconnected molecules or ions with the total composition C5H8O2 (ωB97M-V/def2-TZVPD, the OMol25 dataset).

HOMO energy	-10.25	eV
Kohn-Sham gap	0.414	Eh

Geometry as XYZ:
```
15
Properties=species:S:1:pos:R:3:forces:R:3
C -0.598798 1.277874 -0.207802 0.023 0.042 0.012
C -0.352047 -0.190139 0.025663 -0.296 0.023 -0.015
C -1.457116 -0.944790 0.718694 -0.045 -0.047 0.014
C 0.581171 -0.909478 -0.838320 -0.081 -0.168 -0.358
C 2.931621 1.070064 -0.151152 0.036 0.200 -0.367
O 3.622972 1.045183 0.733095 0.189 -0.037 0.307
O 0.957046 -0.520869 0.482767 0.148 -0.157 0.054
H 0.265237 1.746756 -0.686299 -0.138 -0.079 0.080
H -1.474273 1.411177 -0.850750 0.072 0.021 0.083
H -0.791239 1.778184 0.746968 0.011 -0.004 -0.120
H -1.172444 -1.989075 0.872774 -0.033 0.134 -0.044
H -1.672463 -0.501541 1.696903 0.025 -0.018 -0.131
H -2.369434 -0.909885 0.115866 0.045 -0.021 0.090
H 0.452176 -1.978687 -1.001971 0.044 0.100 0.144
H 1.077588 -0.384772 -1.656437 -0.002 0.010 0.251
```
Forces are in eV/Å.

***

# C5H8O2

2 unconnected molecules or ions with the total composition C5H8O2 (ωB97M-V/def2-TZVPD, the OMol25 dataset).

HOMO energy	-9.48	eV
Kohn-Sham gap	0.368	Eh
SMILES string	C=CO[C@H]1CC1=O.[H][H]

Geometry as XYZ:
```
15
Properties=species:S:1:pos:R:3:forces:R:3
C 0.243114 -1.817189 -0.825499 -0.232 -0.034 0.104
C -0.818636 -1.197663 -0.331773 0.195 -0.153 -0.283
O -0.940295 -0.923229 1.016697 0.017 -0.050 0.041
C -0.860185 0.447064 1.291792 -0.165 0.154 0.050
C 0.566969 1.060927 1.386665 0.144 0.125 0.005
C -0.328671 1.377716 0.266911 -0.095 0.238 -0.354
O -0.513579 1.955633 -0.767316 0.070 -0.219 0.626
H 1.335994 0.212713 -2.226599 0.064 0.102 -0.071
H 1.070954 -2.112758 -0.187947 -0.150 -0.008 -0.047
H 0.303874 -2.031895 -1.886504 -0.060 -0.001 0.157
H -1.649958 -0.841750 -0.941850 0.150 -0.088 0.079
H -1.612584 0.793351 1.998716 0.138 -0.067 -0.096
H 0.764192 1.825050 2.135096 -0.072 -0.149 -0.006
H 1.381111 0.355447 1.215936 -0.117 0.192 -0.104
H 1.057699 0.896582 -2.144324 0.113 -0.042 -0.100
```
Forces are in eV/Å.

***

# C5H8O2

A molecular structure, C5H8O2 (ωB97M-V/def2-TZVPD, the OMol25 dataset).

HOMO energy	-9.67	eV
Kohn-Sham gap	0.390	Eh

Geometry as XYZ:
```
15
Properties=species:S:1:pos:R:3:forces:R:3
O 2.464048 -0.897343 -1.228951 -0.144 0.165 -0.163
C 0.649581 0.042186 0.943083 -0.048 0.161 0.043
C 0.304265 1.211397 0.402865 0.045 -0.092 0.077
C -0.894350 0.793725 -0.462052 -0.141 0.311 -0.152
C -1.698272 -0.076239 0.537807 -0.178 0.034 0.134
C -0.398174 -0.894851 0.326045 0.065 -0.327 0.208
O -0.418000 -0.450757 -1.063359 0.071 0.018 -0.149
H 1.581650 -1.032835 -1.606611 0.116 -0.043 0.051
H 1.439103 -0.226067 1.632182 -0.104 0.056 -0.094
H 0.712021 2.206044 0.530503 -0.031 -0.152 -0.040
H 2.381407 0.013126 -0.916274 0.161 -0.175 0.024
H -1.335097 1.493991 -1.172904 0.044 -0.111 0.165
H -1.892204 0.335078 1.530617 0.016 -0.078 -0.150
H -2.582511 -0.542989 0.096207 0.158 0.047 0.017
H -0.313463 -1.974466 0.450840 -0.030 0.185 0.029
```
Forces are in eV/Å.

***

# C5H8O2

A single C5H8O2 molecule at a distorted geometry (ωB97M-V/def2-TZVPD, the OMol25 dataset).

HOMO energy	-8.19	eV
Kohn-Sham gap	0.332	Eh
SMILES string	O=CCC1(O)CC1

Geometry as XYZ:
```
15
Properties=species:S:1:pos:R:3:forces:R:3
O 0.176871 -0.078127 -1.417932 1.152 -0.890 -0.562
C -0.241828 0.057273 -0.067716 -0.305 -0.525 -0.649
C 0.954176 -0.513977 0.796936 -0.397 0.645 -0.116
C 2.313908 0.095582 0.526634 -0.178 0.347 -0.182
O 2.510016 0.996599 -0.250254 0.061 -0.136 0.360
C -1.620978 -0.400002 0.228368 -0.306 -0.210 -0.159
C -1.745572 0.772745 -0.657317 0.109 0.440 0.615
H 0.450654 0.838740 -1.585485 0.131 -0.796 -0.442
H 0.810186 -0.612127 1.883336 -0.206 0.331 -0.231
H 1.073831 -1.577581 0.456593 -0.342 0.654 -0.009
H 3.173385 -0.363746 1.076186 -0.299 0.046 -0.116
H -2.014260 -0.168331 1.220560 0.628 -0.380 0.133
H -1.894074 -1.376635 -0.147112 -0.493 -0.134 -0.107
H -2.060766 0.538100 -1.700987 1.150 0.523 0.770
H -1.885542 1.791488 -0.361807 -0.705 0.084 0.695
```
Forces are in eV/Å.

***

# C5H8O2

A single C5H8O2 molecule (ωB97M-V/def2-TZVPD, the OMol25 dataset).

HOMO energy	-9.73	eV
Kohn-Sham gap	0.387	Eh
SMILES string	O=CC1(O)CCC1

Geometry as XYZ:
```
15
Properties=species:S:1:pos:R:3:forces:R:3
C 0.712557 -0.895469 0.097481 -0.064 -0.124 -0.026
C 1.308861 0.369717 -0.549503 0.192 0.078 -0.143
C 0.261921 1.216196 0.205628 -0.027 0.162 0.048
C -0.573546 -0.065295 0.368810 0.135 0.019 -0.290
O -1.255469 -0.302870 1.572633 0.070 -0.129 0.060
C -1.566672 -0.254520 -0.765797 0.024 0.169 -0.298
O -1.588836 0.402193 -1.776962 0.001 -0.284 0.369
H -0.755248 -0.998130 2.004798 -0.167 -0.037 0.389
H 1.220957 -1.127478 1.044675 -0.183 0.088 -0.119
H 0.628040 -1.818958 -0.485797 -0.016 0.182 0.024
H 1.121400 0.388004 -1.624791 0.081 0.025 0.119
H 2.361994 0.570647 -0.350690 -0.104 -0.007 -0.058
H 0.623016 1.556617 1.180496 -0.045 -0.078 -0.127
H -0.211883 2.039584 -0.333495 0.075 -0.130 0.080
H -2.287092 -1.080238 -0.587485 0.028 0.065 -0.027
```
Forces are in eV/Å.

***

# C5H8O2

A single C5H8O2 molecule at a distorted geometry (ωB97M-V/def2-TZVPD, the OMol25 dataset).

HOMO energy	-9.82	eV
Kohn-Sham gap	0.398	Eh
SMILES string	C[C@@]1(O)C[C@H]2O[C@H]21

Geometry as XYZ:
```
15
Properties=species:S:1:pos:R:3:forces:R:3
C 1.519297 0.596394 -0.290435 -1.112 -0.102 -0.423
C 0.262086 -0.191310 0.441268 0.560 1.234 -1.786
O 0.787549 -0.711713 1.625150 1.381 0.898 -0.742
C -1.032505 0.660566 0.531916 -0.001 0.071 -0.102
C -1.674708 -0.358805 -0.406382 -0.484 -0.011 0.026
O -0.879925 -0.397215 -1.589348 -0.220 -0.008 -0.291
C -0.462125 -1.177769 -0.477901 0.052 -0.165 0.025
H 1.089584 0.741798 -1.265453 0.237 0.463 -0.619
H 1.771268 1.577383 0.154743 -0.490 -0.466 0.009
H 2.490863 0.061934 -0.441063 -0.935 -0.198 0.401
H 1.553929 -0.249796 1.154207 0.902 -1.820 3.553
H -1.456522 0.675124 1.541783 0.210 -0.120 -0.182
H -0.942305 1.675130 0.134988 -0.192 -0.085 0.056
H -2.711997 -0.654920 -0.500092 0.070 0.055 0.001
H -0.314491 -2.246794 -0.613388 0.023 0.252 0.076
```
Forces are in eV/Å.

***

# C5H8O2

A single C5H8O2 molecule (ωB97M-V/def2-TZVPD, the OMol25 dataset).

HOMO energy	-8.92	eV
Kohn-Sham gap	0.354	Eh
SMILES string	O=C=CCCCO

Geometry as XYZ:
```
15
Properties=species:S:1:pos:R:3:forces:R:3
O -0.517252 -2.030479 -1.508504 0.236 0.025 -0.200
C -1.268909 -0.937215 -1.016834 -0.256 0.251 0.146
C -0.580500 -0.186245 0.115762 -0.004 -0.001 0.057
C 0.713659 0.525256 -0.282759 -0.053 -0.068 -0.091
C 1.230732 1.426111 0.818901 -0.047 0.048 0.175
C 0.591150 1.574850 1.958713 -0.301 0.060 0.527
O 0.012826 1.699158 2.968510 0.508 -0.078 -0.814
H 0.162210 -1.688541 -2.100421 -0.050 -0.116 0.091
H -2.206939 -1.359882 -0.643009 0.120 0.049 -0.065
H -1.528820 -0.237322 -1.827402 0.067 -0.124 0.098
H -0.369574 -0.892654 0.928543 -0.043 0.089 -0.083
H 1.482860 -0.218558 -0.531236 -0.112 0.115 0.036
H 0.547049 1.125139 -1.189823 -0.011 -0.080 0.135
H -1.293574 0.553757 0.505411 0.056 -0.092 -0.061
H 2.146391 1.996817 0.702677 -0.110 -0.078 0.049
```
Forces are in eV/Å.

***

For the records above, the corresponding relative energy (zero: lowest compared OMol25 entry of this formula, charge and spin) values read 0.354, 1.495, 4.353, 2.855, 4.619, 1.359, 3.966, 1.355 eV.